# C8H14N5

A molecular structure, C8H14N5 at a distorted geometry (ωB97M-V/def2-TZVPD, the Open Molecules 2025 dataset).

The geometry in XYZ format:
```
27
Properties=species:S:1:pos:R:3:mulliken_charge:R:1
C -2.36260 -0.91869 0.43362 -1.14
C -1.57800 -1.76853 -0.27447 0.87
C -1.61742 0.30296 0.60127 0.55
C 2.96380 0.40817 0.63370 0.18
C -1.82319 -3.14965 -0.70544 -1.27
C -2.13436 1.64686 1.17008 -1.10
C 0.30536 2.11389 -1.29732 -1.14
C 0.98550 1.47164 -0.07154 0.07
N -0.39312 -1.16291 -0.45328 -0.30
N 4.86798 -1.11699 0.76613 -0.70
N 3.91999 -0.40495 0.53439 0.63
N -0.42660 0.08829 0.08343 0.06
N 2.10494 0.75512 -0.26079 -0.57
H -3.35015 -1.00040 0.66735 0.48
H 2.75677 0.64357 1.72825 0.32
H -2.88196 -3.42276 -0.55749 0.31
H -1.61520 -3.26512 -1.85496 0.33
H -0.94973 -3.75221 -0.38873 0.34
H -1.18968 2.24667 1.13818 0.23
H -2.60608 2.10740 0.28646 0.32
H -2.57815 1.50799 2.13538 0.39
H 0.92328 2.92782 -1.60176 0.43
H 0.40640 1.38592 -2.03152 0.36
H -0.61832 2.39394 -0.88567 0.32
H 0.79068 2.22201 0.81755 0.42
H 5.74385 -0.71109 0.41719 0.30
H 0.35599 -1.54894 -1.03001 0.31
```

Computed properties:
LUMO energy in eV: -4.67
Total charge: +1
HOMO-LUMO gap in eV: 8.088
Relative energy (zero: lowest compared OMol25 entry of this formula, charge and spin) in eV: 5.256